ORCA calculation (ωB97M-V with the def2-TZVPD basis set) on a structure of composition C33H21F6IN4O13S2TeW.

Computed properties:
HOMO (alpha / beta), eV: -7.97 / -9.17
Kohn-Sham gap (alpha / beta), eV: 7.2 / 8.3
ΔE to the lowest compared entry with this formula, charge and spin, kJ/mol: 160.8

The geometry in ORCA input format:
```
! RIJCOSX wB97M-V def2-TZVPD def2/J DEFGRID3
* xyz 0 3
W 0.24 -0.91 -0.26
O 2.64 -6.36 1.75
C 2.00 -5.25 1.34
C 0.92 -5.28 0.47
C 0.32 -4.10 0.09
N 0.78 -2.91 0.51
C 1.77 -2.90 1.43
C 2.41 -4.03 1.87
C 2.04 -1.54 2.00
O 2.88 -1.32 2.83
O 1.21 -0.65 1.50
C -0.97 -4.12 -0.73
O -1.43 -5.22 -1.01
O -1.43 -2.96 -0.97
H 2.25 -7.14 1.34
H 0.48 -6.19 0.09
H 3.20 -3.95 2.60
F -3.08 0.29 -4.92
C -2.46 0.64 -3.80
F -3.20 1.53 -3.14
F -1.28 1.18 -4.09
S -2.24 -0.84 -2.73
O -1.48 -0.27 -1.61
O -3.55 -1.32 -2.46
N -1.37 -1.75 -3.66
S 0.00 -2.38 -3.34
O 0.67 -1.85 -2.13
O 0.09 -3.78 -3.53
C 1.07 -1.64 -4.65
F 1.12 -0.32 -4.52
F 0.59 -1.94 -5.85
F 2.30 -2.14 -4.53
I 5.22 2.66 0.13
C 4.52 0.86 -0.64
C 5.22 0.16 -1.62
C 4.68 -1.02 -2.10
C 3.45 -1.44 -1.62
N 2.77 -0.75 -0.70
C 3.31 0.36 -0.20
H 6.16 0.53 -1.99
H 5.19 -1.60 -2.85
H 2.99 -2.34 -1.98
H 2.74 0.86 0.58
Te -2.12 -1.19 1.27
C -3.03 0.71 1.06
C -4.07 0.82 0.14
C -4.69 2.05 -0.05
C -4.27 3.15 0.68
C -3.24 3.03 1.60
C -2.62 1.81 1.79
C -1.67 -0.99 3.32
C -2.49 -1.72 4.19
C -2.29 -1.64 5.56
C -1.27 -0.85 6.06
C -0.45 -0.13 5.20
C -0.65 -0.20 3.83
H -4.39 -0.04 -0.43
H -5.49 2.13 -0.77
H -4.75 4.11 0.53
H -2.92 3.90 2.17
H -1.81 1.73 2.51
H -3.28 -2.34 3.79
H -2.93 -2.20 6.23
H -1.11 -0.79 7.13
H 0.36 0.48 5.59
H 0.02 0.34 3.16
O 0.88 0.89 -1.72
C 0.47 1.66 -0.83
O -0.02 1.14 0.24
C 0.53 3.13 -0.96
C 1.11 3.70 -2.08
C 1.19 5.08 -2.21
C 0.67 5.90 -1.21
C 0.08 5.30 -0.11
C 0.00 3.93 0.05
N -0.48 6.17 0.95
O -0.37 7.37 0.82
O -1.04 5.62 1.88
H 1.51 3.05 -2.85
H 1.64 5.53 -3.08
H 0.70 6.97 -1.28
H -0.46 3.50 0.92
*
```

ORCA calculation (ωB97M-V with the def2-TZVPD basis set) on a structure of composition C20H45ErN2O2P2.

Computed properties:
HOMO (alpha / beta), eV: -13.01 / -13.03
Kohn-Sham gap (alpha / beta), eV: 7.1 / 7.3

The geometry in ORCA input format:
```
! RIJCOSX wB97M-V def2-TZVPD def2/J DEFGRID3
* xyz 2 4
Er 0.39 0.22 0.24
P 0.72 0.83 -2.39
P -1.14 -0.88 2.18
N -1.97 0.61 -0.58
C -0.97 1.54 -2.74
H -0.79 2.53 -3.19
H -1.41 0.91 -3.53
C -2.00 1.71 -1.61
H -1.87 2.66 -1.07
H -3.00 1.74 -2.06
C -2.88 0.90 0.58
H -3.93 0.89 0.22
H -2.67 1.93 0.92
C -2.78 -0.12 1.73
H -3.45 -0.97 1.51
H -3.16 0.35 2.65
C -0.72 -0.11 3.83
C 0.75 -0.33 4.23
H 0.95 0.26 5.14
H 1.47 0.00 3.47
H 0.96 -1.38 4.47
C -1.46 -2.68 2.44
C -0.23 -3.43 2.95
H -0.45 -4.50 2.91
H 0.00 -3.19 3.99
H 0.67 -3.25 2.34
C 1.05 -0.36 -3.76
C 2.46 -0.95 -3.69
H 2.52 -1.77 -4.42
H 2.71 -1.37 -2.71
H 3.23 -0.22 -3.97
C 1.88 2.27 -2.58
C 3.27 1.99 -2.00
H 3.85 2.93 -2.02
H 3.82 1.25 -2.59
H 3.26 1.65 -0.95
C 2.09 -1.60 0.27
C -2.70 -3.01 3.28
H -2.56 -2.80 4.34
H -3.60 -2.48 2.94
H -2.88 -4.08 3.17
C 0.72 0.14 -5.17
H 0.77 -0.73 -5.84
H -0.29 0.57 -5.24
H 1.44 0.88 -5.53
C 1.98 2.84 -3.99
H 2.46 3.83 -3.92
H 2.61 2.22 -4.64
H 1.00 3.00 -4.47
C -1.66 -0.50 4.97
H -1.45 -1.50 5.36
H -1.48 0.21 5.80
H -2.72 -0.42 4.71
H -0.86 0.96 3.63
H 1.40 3.04 -1.94
H -1.66 -3.03 1.42
H 0.34 -1.18 -3.54
O 2.76 -2.57 0.19
H -2.47 -0.13 -1.06
H 0.99 -1.66 -0.23
C 0.86 4.45 1.99
N 2.10 3.72 2.23
C 3.20 4.40 2.93
C 2.26 2.47 1.83
O 1.35 1.80 1.21
H 1.02 5.44 2.42
H 0.01 3.99 2.50
H 0.65 4.57 0.92
H 3.45 3.88 3.86
H 4.09 4.46 2.28
H 2.84 5.41 3.15
H 3.22 2.01 2.05
*
```

ORCA calculation (ωB97M-V with the def2-TZVPD basis set) on a structure of composition C5H7N.

Computed properties:
HOMO, eV: -9.60
Kohn-Sham gap, eV: 10.7
ΔE to the lowest compared entry with this formula, charge and spin, kJ/mol: 365.7

The geometry in ORCA input format:
```
! RIJCOSX wB97M-V def2-TZVPD def2/J DEFGRID3
* xyz 0 1
N 1.24 -1.87 -0.86
C 0.78 -0.72 -0.60
C 1.10 0.72 -0.38
C -0.36 0.94 0.01
C -0.82 0.09 1.16
C -0.83 -0.46 -0.24
H 1.38 1.21 -1.32
H 1.86 0.92 0.38
H -0.90 1.81 -0.30
H -1.76 0.39 1.61
H -0.10 -0.31 1.88
H 0.21 -2.01 -0.64
H -1.80 -0.71 -0.71
*
```

ORCA calculation (ωB97M-V with the def2-TZVPD basis set) on a structure of composition C4H20AgNO6.

Computed properties:
HOMO (alpha / beta), eV: -12.72 / -12.58
Kohn-Sham gap (alpha / beta), eV: 9.7 / 7.7
ΔE to the lowest compared entry with this formula, charge and spin, kJ/mol: 41.8

The geometry in ORCA input format:
```
! RIJCOSX wB97M-V def2-TZVPD def2/J DEFGRID3
* xyz 1 2
Ag -1.14 0.81 1.56
O 0.75 1.26 2.47
H 1.56 0.81 2.17
C 1.79 -1.20 0.58
C 1.42 -0.07 -0.32
C 1.97 -0.20 -1.72
O 1.40 -1.36 -2.32
C 1.59 -1.48 -3.74
N -0.02 -0.03 -0.34
H 1.37 -1.17 1.59
H 2.85 -1.16 0.80
H 1.69 -2.15 0.05
H 1.77 0.90 0.06
H 3.06 -0.26 -1.72
H 1.77 0.69 -2.32
H 2.62 -1.42 -4.08
H 0.99 -0.65 -4.11
H 1.14 -2.39 -4.14
H -0.09 -0.96 -0.73
H -0.27 0.48 -1.17
O -2.64 1.78 2.92
H -2.84 2.71 2.94
H -3.30 1.37 3.47
O -1.21 -1.35 2.45
H -0.83 -1.56 3.30
H -1.69 -2.14 2.19
O -2.90 -0.15 0.17
H -3.85 -0.07 0.28
H -2.77 -0.16 -0.77
O -1.40 2.68 0.32
H -1.90 2.98 -0.44
H -0.91 3.45 0.61
*
```

ORCA calculation (ωB97M-V with the def2-TZVPD basis set) on a cluster of 2 separate species, C2H4O2S in total.

Computed properties:
HOMO, eV: -9.13
Kohn-Sham gap, eV: 9.4
ΔE to the lowest compared entry with this formula, charge and spin, kJ/mol: 412.6

The geometry in ORCA input format:
```
! RIJCOSX wB97M-V def2-TZVPD def2/J DEFGRID3
* xyz 0 1
C 0.55 -0.52 -0.68
C -0.70 1.08 0.24
O 1.17 -2.92 -1.12
O -0.84 0.76 1.54
S 0.17 -2.07 -0.45
H 1.38 -0.12 -1.24
H -1.62 0.93 -0.30
H -0.08 1.93 -0.03
H -0.04 0.94 2.04
*
```

ORCA calculation (ωB97M-V with the def2-TZVPD basis set) on a structure of composition C10H21Cl2PSn.

Computed properties:
HOMO (alpha / beta), eV: -5.18 / -5.31
Kohn-Sham gap (alpha / beta), eV: 4.3 / 4.5
ΔE to the lowest compared entry with this formula, charge and spin, kJ/mol: 0.0

The geometry in ORCA input format:
```
! RIJCOSX wB97M-V def2-TZVPD def2/J DEFGRID3
* xyz 0 1
Sn 0.23 0.31 1.38
Cl 2.49 1.09 1.74
Cl -1.63 -0.75 2.58
C -0.70 2.07 1.22
H -1.70 2.05 1.68
H -0.10 2.95 1.51
C -0.64 0.85 -1.20
C -0.86 2.00 -0.43
H -0.32 -0.14 -0.83
C -0.06 3.21 -0.96
H -1.94 2.28 -0.55
C -0.31 3.43 -2.46
H -0.35 4.13 -0.42
H 1.01 3.04 -0.78
C -0.15 2.16 -3.29
H -1.35 3.78 -2.57
H 0.37 4.20 -2.84
C -0.91 0.99 -2.65
H -0.47 2.34 -4.32
H 0.92 1.91 -3.36
H -1.99 1.16 -2.75
H -0.73 0.06 -3.22
C 1.46 -2.52 2.28
P 1.01 -1.98 0.59
C 2.52 -2.24 -0.38
C -0.17 -3.22 0.00
H 2.19 -1.81 2.70
H 1.90 -3.52 2.19
H 0.56 -2.53 2.90
H 2.76 -3.31 -0.36
H 2.35 -1.92 -1.42
H 3.35 -1.66 0.05
H 0.34 -4.18 -0.09
H -1.01 -3.29 0.71
H -0.56 -2.92 -0.99
*
```

ORCA calculation (ωB97M-V with the def2-TZVPD basis set) on a structure of composition C15H15AuBBrF2N3OS.

Computed properties:
HOMO, eV: -11.82
Kohn-Sham gap, eV: 9.4
ΔE to the lowest compared entry with this formula, charge and spin, kJ/mol: 0.0

The geometry in ORCA input format:
```
! RIJCOSX wB97M-V def2-TZVPD def2/J DEFGRID3
* xyz 1 1
Au -0.99 0.32 0.23
N -5.53 1.56 0.09
C -4.38 0.94 -0.05
O -3.99 0.23 0.93
C -3.57 1.11 -1.28
C -2.14 1.54 -0.94
H -6.08 1.42 0.93
H -5.89 2.15 -0.64
H -4.06 1.84 -1.94
H -3.56 0.15 -1.79
H -2.15 2.53 -0.47
H -1.59 1.65 -1.88
F -2.60 -1.21 2.08
B -2.80 -0.73 0.82
F -3.06 -1.67 -0.14
Br 1.08 2.45 2.15
C 1.80 2.13 0.43
C 3.04 2.66 0.10
C 3.52 2.43 -1.17
C 2.75 1.69 -2.07
C 1.53 1.21 -1.64
N 1.06 1.42 -0.41
H 3.59 3.23 0.83
H 4.48 2.82 -1.46
H 3.09 1.50 -3.07
H 0.90 0.64 -2.31
S 1.41 -2.04 3.41
C 0.24 -1.03 2.69
N 0.23 -1.01 1.39
C 1.19 -1.86 0.86
C 1.42 -2.10 -0.50
C 2.42 -2.98 -0.84
C 3.20 -3.61 0.14
C 2.98 -3.39 1.48
C 1.96 -2.50 1.83
H -0.45 -0.46 3.29
H 0.79 -1.63 -1.24
H 2.61 -3.19 -1.89
H 3.98 -4.30 -0.17
H 3.57 -3.89 2.23
*
```

ORCA calculation (ωB97M-V with the def2-TZVPD basis set) on a cluster of 2 separate species, ClHN2O in total.

Computed properties:
HOMO, eV: -11.85
Kohn-Sham gap, eV: 12.5
SMILES: N#[N+][O-].Cl
ΔE to the lowest compared entry with this formula, charge and spin, kJ/mol: 93.4

The geometry in ORCA input format:
```
! RIJCOSX wB97M-V def2-TZVPD def2/J DEFGRID3
* xyz 0 1
N -0.12 0.99 2.44
N 0.91 1.31 2.19
O -1.21 0.76 2.75
Cl -0.77 -1.04 -0.31
H -1.81 -0.66 0.57
*
```

ORCA calculation (ωB97M-V with the def2-TZVPD basis set) on a structure of composition I2N2Ni2O6.

Computed properties:
HOMO (alpha / beta), eV: -9.68 / -9.52
Kohn-Sham gap (alpha / beta), eV: 8.2 / 4.6

The geometry in ORCA input format:
```
! RIJCOSX wB97M-V def2-TZVPD def2/J DEFGRID3
* xyz 0 5
Ni -2.51 1.47 9.92
Ni -4.85 4.43 6.66
N -2.19 2.51 6.82
O -3.03 3.40 6.51
O -1.62 1.91 5.94
O -2.10 2.14 8.02
N -5.03 3.62 10.04
O -5.35 4.25 9.07
O -5.84 3.56 10.89
O -3.88 3.19 10.13
I -4.33 6.60 5.25
I -6.96 3.08 5.68
*
```

ORCA calculation (ωB97M-V with the def2-TZVPD basis set) on the molecule C18H22N2O4S2.

Computed properties:
HOMO, eV: -9.27
Kohn-Sham gap, eV: 9.7
SMILES: O=S(=O)(Nc1cccc(S(=O)(=O)N2CCCCCC2)c1)c1ccccc1
ΔE to the lowest compared entry with this formula, charge and spin, kJ/mol: 69.9

The geometry in ORCA input format:
```
! RIJCOSX wB97M-V def2-TZVPD def2/J DEFGRID3
* xyz 0 1
O 0.63 5.12 0.18
S 1.73 4.21 0.29
O 3.06 4.71 0.18
N 1.58 3.04 -0.94
C 0.53 2.15 -0.68
C 0.76 0.86 -0.21
C -0.30 0.09 0.22
C -1.60 0.55 0.15
C -1.84 1.82 -0.37
C -0.78 2.62 -0.77
H -0.95 3.63 -1.12
H -2.85 2.19 -0.44
H -2.40 -0.06 0.54
S 0.08 -1.47 1.02
O -0.80 -1.57 2.15
O 1.50 -1.50 1.24
N -0.29 -2.69 -0.02
C -1.62 -3.25 -0.02
H -2.20 -2.63 0.66
C -2.29 -3.31 -1.40
H -3.37 -3.37 -1.23
H -1.99 -4.23 -1.91
C -1.97 -2.13 -2.32
H -1.92 -1.21 -1.74
C -0.68 -2.32 -3.11
C 0.59 -2.13 -2.28
H 0.66 -1.09 -1.95
C 0.66 -3.04 -1.04
H 1.65 -2.94 -0.58
H 0.51 -4.08 -1.32
H 1.46 -2.34 -2.91
H -0.66 -1.60 -3.93
H -0.68 -3.32 -3.55
H -2.79 -2.02 -3.03
H -1.59 -4.26 0.40
H 1.76 0.47 -0.12
H 2.48 2.58 -1.05
C 1.52 3.17 1.73
C 0.27 3.06 2.30
C 0.05 2.08 3.25
C 1.07 1.22 3.61
C 2.33 1.35 3.05
C 2.56 2.34 2.10
H 3.52 2.47 1.63
H 3.13 0.68 3.33
H 0.89 0.43 4.32
H -0.93 1.97 3.70
H -0.51 3.74 1.99
*
```

ORCA calculation (ωB97M-V with the def2-TZVPD basis set) on a structure of composition C16H15InNO9.

Computed properties:
HOMO, eV: -4.14
Kohn-Sham gap, eV: 1.5
ΔE to the lowest compared entry with this formula, charge and spin, kJ/mol: 165.9

The geometry in ORCA input format:
```
! RIJCOSX wB97M-V def2-TZVPD def2/J DEFGRID3
* xyz -1 1
In 1.39 -0.09 -0.25
C 0.04 -5.16 -0.39
C 0.13 -3.70 -0.26
C -1.00 -2.96 0.53
O -0.93 -1.72 0.65
C -2.05 -3.74 1.11
C -2.10 -5.06 0.99
C -0.97 -5.83 0.24
O -0.98 -7.09 0.20
O -3.13 -5.60 1.51
O 1.11 -3.03 -0.65
H 0.83 -5.66 -0.92
H -2.86 -3.21 1.60
C 3.76 2.93 3.27
C 2.95 2.39 2.18
C 2.76 3.32 0.89
O 2.16 2.85 -0.10
C 3.35 4.65 0.86
C 4.15 5.05 1.92
C 4.33 4.13 3.12
O 5.23 4.40 4.02
O 4.64 6.22 1.77
O 2.46 1.28 2.12
H 3.85 2.39 4.19
H 3.16 5.25 -0.01
C -3.32 1.81 -0.67
C -2.00 1.04 -0.78
C -2.05 -0.07 -1.94
O -0.72 -0.66 -2.16
C -0.77 -1.59 -3.26
N -0.89 1.97 -0.88
H -3.23 2.67 -0.01
H -4.03 1.09 -0.28
H -3.59 2.10 -1.69
H -1.95 0.43 0.12
H -2.35 0.42 -2.87
H -2.79 -0.83 -1.68
H -1.50 -2.35 -3.00
H 0.19 -2.03 -3.51
H -1.29 -1.09 -4.08
H -1.04 2.45 -1.76
H -0.95 2.66 -0.15
*
```

ORCA calculation (ωB97M-V with the def2-TZVPD basis set) on a structure of composition C3H3NO2.

Computed properties:
HOMO, eV: -9.18
Kohn-Sham gap, eV: 9.0
ΔE to the lowest compared entry with this formula, charge and spin, kJ/mol: 346.6

The geometry in ORCA input format:
```
! RIJCOSX wB97M-V def2-TZVPD def2/J DEFGRID3
* xyz 0 1
C -0.14 0.56 -0.87
C -0.36 -1.33 -1.03
C 0.51 0.72 1.47
N 0.21 1.03 0.24
O -1.28 -1.54 -1.74
O 1.60 0.45 1.91
H -0.46 1.10 -1.68
H 0.34 -1.82 -0.36
H -0.42 0.83 2.07
*
```

ORCA calculation (ωB97M-V with the def2-TZVPD basis set) on a cluster of 6 separate species, C18H36O18 in total.

Computed properties:
HOMO, eV: -10.71
Kohn-Sham gap, eV: 11.3
SMILES: COC(=O)OC.COC(=O)OC.COC(=O)OC.COC(=O)OC.COC(=O)OC.COC(=O)OC
ΔE to the lowest compared entry with this formula, charge and spin, kJ/mol: 2.7

The geometry in ORCA input format:
```
! RIJCOSX wB97M-V def2-TZVPD def2/J DEFGRID3
* xyz 0 1
C 0.46 2.15 6.54
O 1.80 1.97 6.07
C 2.01 2.24 4.80
O 1.18 2.59 4.00
O 3.30 2.05 4.55
C 3.72 2.35 3.22
H 0.02 3.04 6.08
H 0.53 2.27 7.61
H -0.15 1.29 6.26
H 3.16 1.75 2.49
H 4.76 2.06 3.11
H 3.55 3.40 3.01
C 1.47 1.71 -3.87
O 0.25 2.12 -3.25
C -0.83 1.44 -3.65
O -0.84 0.48 -4.36
O -1.88 1.98 -3.05
C -3.15 1.49 -3.48
H 1.75 0.69 -3.58
H 2.24 2.40 -3.53
H 1.37 1.69 -4.95
H -3.26 1.59 -4.56
H -3.88 2.11 -2.97
H -3.29 0.45 -3.21
C 0.47 2.01 0.90
O 1.15 0.84 0.41
C 0.40 0.01 -0.28
O -0.79 0.10 -0.44
O 1.16 -1.00 -0.70
C 0.57 -1.88 -1.65
H -0.45 1.70 1.40
H 0.24 2.65 0.05
H 1.13 2.51 1.59
H 0.66 -1.49 -2.66
H -0.48 -2.06 -1.42
H 1.04 -2.86 -1.58
C -3.01 -6.18 -2.06
O -3.57 -5.19 -1.20
C -2.69 -4.35 -0.65
O -1.52 -4.27 -0.94
O -3.33 -3.62 0.25
C -2.63 -2.47 0.71
H -2.50 -6.96 -1.49
H -2.33 -5.72 -2.77
H -3.85 -6.64 -2.58
H -1.59 -2.69 0.95
H -3.11 -2.14 1.63
H -2.64 -1.67 -0.02
C 1.27 -5.82 -2.20
O 2.49 -5.31 -1.70
C 3.38 -6.21 -1.33
O 3.27 -7.40 -1.44
O 4.42 -5.56 -0.80
C 5.56 -6.34 -0.50
H 1.46 -6.47 -3.05
H 0.65 -4.98 -2.52
H 0.70 -6.42 -1.49
H 5.57 -6.61 0.56
H 6.45 -5.75 -0.70
H 5.59 -7.24 -1.11
C -3.85 8.39 1.02
O -2.98 7.65 1.88
C -2.34 6.64 1.29
O -2.47 6.31 0.15
O -1.55 6.07 2.20
C -0.68 5.05 1.71
H -3.98 9.36 1.49
H -4.80 7.88 0.91
H -3.38 8.53 0.05
H 0.09 4.88 2.45
H -0.25 5.31 0.74
H -1.23 4.11 1.63
*
```